{
  "formula": "C4H9NO2",
  "method": "ωB97M-V/def2-TZVPD",
  "max_force_ev_per_a": 4.110,
  "energy_ha": -363.004277,
  "relative_energy_kcal_mol": 51.0,
  "orbital_gap_ev": 8.7,
  "smiles": "c1cc[nH]c1.O.O",
  "elements": ["C", "C", "C", "N", "C", "H", "H", "H", "H", "H", "O", "H", "H", "O", "H", "H"],
  "positions_angstrom": [[-0.782380, -0.766513, -1.809658], [-0.397817, -1.547211, -0.689420], [0.648130, -0.904946, -0.065320], [1.006728, 0.194558, -0.827460], [0.113110, 0.322521, -1.882349], [-1.617071, -1.011747, -2.401193], [-0.919959, -2.497806, -0.336721], [0.990182, -0.885845, 0.931987], [1.866480, 0.861030, -0.666331], [0.337224, 0.989321, -2.753986], [-1.417968, -0.154290, 2.195091], [-1.852295, -0.234649, 1.297716], [-2.090538, -0.635958, 2.882231], [1.694778, 2.121156, 1.086807], [1.205603, 2.816565, 1.552796], [1.215792, 1.333812, 1.485808]],
  "forces_ev_per_angstrom": [[1.8450, 0.8688, 0.8167], [-0.9916, -0.8787, 0.8536], [0.1943, 1.0693, -1.0134], [0.8972, 1.2479, -0.6057], [0.3246, -0.9107, -0.7780], [-0.5670, 0.0399, -0.9572], [0.8457, 1.6612, -0.4102], [0.5543, -0.8716, 0.8052], [-2.7572, -1.9153, -0.2367], [-0.4607, -0.5443, 1.2554], [-2.9953, -1.7296, 1.3337], [0.6653, -0.0396, 1.4670], [2.4325, 1.8221, -2.7664], [-1.2763, -1.1021, 1.4509], [0.3869, 0.2228, -0.3417], [0.9021, 1.0600, -0.8731]]
}